The following is a DFT calculation (the ωB97M-V functional and the def2-TZVPD basis) of a structure of composition C29H32MgN4O5S2Si.

Properties
**Energy above the lowest of the compared OMol25 structures with the same formula, charge and spin**: 9.8 kcal/mol
**E_HOMO**: -8.08 eV
**Largest force on an atom**: 0.26 eV Å⁻¹
**Electronic energy**: -3005.5215 a.u.
**Gap between HOMO and LUMO**: 6.81 eV

Structure (XYZ):
```
74
Properties=species:S:1:pos:R:3:forces:R:3:mulliken_charge:R:1
Mg -0.5092 -0.6795 1.2764 0.2066 -0.1274 0.1056 1.099
C 4.9884 -1.4578 -0.9809 0.0363 0.0259 0.0021 -0.539
Si 4.0845 -3.0408 -0.6031 -0.0581 -0.0444 -0.0579 0.172
C 4.7046 -4.3760 -1.7673 0.0007 -0.0180 -0.0089 -1.267
C 4.3664 -3.6150 1.1508 -0.0105 0.0049 0.0205 -1.033
C 2.2250 -2.8533 -0.9430 -0.0264 0.1327 0.0723 0.205
C 1.6130 -3.5990 -1.9360 -0.0372 -0.0324 -0.0018 0.041
C 0.2348 -3.5375 -2.1653 0.0835 -0.0423 -0.0046 -1.195
C -0.5073 -2.7179 -1.3550 -0.0398 0.0152 0.0738 -0.404
N 0.0429 -1.9532 -0.4017 0.1164 0.0298 0.0064 -0.221
C 1.3832 -1.9894 -0.1923 -0.0711 -0.0748 -0.0249 0.056
S 1.9422 -0.9098 1.0542 0.0486 -0.0118 -0.0869 -0.543
H 6.0665 -1.5988 -0.8705 0.0010 -0.0118 0.0012 0.515
H 4.6877 -0.6569 -0.3089 -0.0036 0.0171 0.0359 -0.209
H 4.8067 -1.1146 -2.0010 0.0084 -0.0052 -0.0058 0.237
H 5.7358 -4.6276 -1.5089 0.0089 0.0236 -0.0093 0.300
H 4.7009 -4.0475 -2.8091 -0.0166 -0.0095 -0.0034 0.326
H 4.1212 -5.2965 -1.6952 0.0116 -0.0062 0.0122 0.371
H 5.4280 -3.8221 1.3075 0.0008 0.0077 -0.0073 0.364
H 3.8139 -4.5354 1.3525 -0.0025 0.0015 0.0013 0.330
H 4.0515 -2.8634 1.8738 -0.0115 -0.0028 0.0043 0.307
H 2.2123 -4.2664 -2.5443 -0.0066 0.0096 -0.0149 0.404
H -0.2421 -4.1346 -2.9291 0.0059 0.0032 -0.0067 0.446
H -1.5847 -2.6555 -1.4522 -0.0083 -0.0015 0.0002 0.486
C -0.9459 3.7103 1.6987 0.0001 -0.0171 0.0214 -1.469
C -1.8672 3.7618 2.7347 0.0056 -0.0009 0.0146 -0.438
C -2.2471 2.5943 3.3664 -0.0223 0.0222 0.0048 -0.901
C -1.7236 1.3698 2.9475 -0.0132 -0.0095 -0.0062 1.166
N -0.8575 1.3349 1.9141 -0.0677 0.0375 0.0344 0.297
C -0.4677 2.4703 1.3316 0.0449 0.0166 -0.0610 0.095
C -2.0941 0.0686 3.5771 -0.0310 0.0497 0.0093 0.926
C -2.7239 0.0637 4.8262 0.0029 0.0092 -0.0333 -0.826
C -3.0892 -1.1338 5.4128 -0.0061 -0.0077 0.0075 -0.682
C -2.8267 -2.3268 4.7513 -0.0195 0.0035 0.0146 -0.640
C -2.1821 -2.3080 3.5227 -0.0023 0.0147 -0.0527 -0.209
C -1.7872 -1.1222 2.8935 0.0102 -0.0303 -0.0164 -0.919
H -0.6070 4.5974 1.1842 0.0067 0.0092 -0.0063 0.560
H -2.2874 4.7088 3.0496 -0.0020 -0.0011 -0.0010 0.446
H -2.9704 2.6266 4.1666 0.0021 -0.0054 -0.0033 0.323
H 0.2634 2.3747 0.5360 -0.0175 -0.0236 0.0036 0.555
H -2.9148 0.9842 5.3639 -0.0037 -0.0021 -0.0009 0.266
H -3.5695 -1.1373 6.3829 -0.0015 -0.0043 0.0010 0.382
H -3.1145 -3.2685 5.2038 0.0013 -0.0028 -0.0010 0.373
H -1.9788 -3.2602 3.0418 0.0147 -0.0012 0.0113 0.384
C 2.1615 4.2081 3.4162 0.0177 0.0028 -0.0128 -1.622
C 2.5568 3.8365 2.0143 -0.0142 0.0332 0.0037 0.615
C 3.0873 2.5859 1.7282 0.0151 -0.0060 -0.0206 -0.537
C 3.4726 2.2550 0.4363 -0.0261 0.0005 -0.0463 -0.004
C 3.3056 3.1772 -0.5833 -0.0275 0.0226 0.0566 0.078
C 2.7655 4.4343 -0.3228 0.0488 -0.0286 -0.0474 -0.855
C 2.4035 4.7546 0.9716 -0.0205 -0.0016 0.0443 -0.520
S 3.7695 2.7417 -2.2317 0.0527 -0.0049 0.0474 1.203
O 4.0505 3.9537 -2.9392 0.0267 -0.0226 0.0072 -0.739
O 4.7037 1.6597 -2.1414 0.0208 0.0615 -0.0422 -0.624
N 2.4291 2.1211 -2.9386 -0.1075 -0.0249 0.0022 -0.322
C 1.8890 0.8518 -2.4530 0.1213 0.0569 -0.0332 0.441
C 0.5692 0.5730 -3.1819 -0.0866 -0.0285 0.0404 -0.558
C -0.4250 1.6002 -2.7264 0.1471 0.0970 -0.1626 0.232
O -0.5644 2.6920 -3.1768 -0.0204 -0.0002 0.0533 -0.512
O -1.0870 1.2831 -1.5274 -0.1222 -0.1344 0.0681 0.026
H 2.1435 3.3342 4.0659 -0.0018 -0.0041 0.0013 0.359
H 1.1722 4.6668 3.4334 -0.0025 0.0045 0.0071 0.323
H 2.8669 4.9276 3.8365 -0.0008 -0.0005 0.0040 0.410
H 3.2021 1.8560 2.5204 0.0072 -0.0110 0.0001 0.357
H 3.8986 1.2884 0.2127 0.0128 -0.0281 0.0485 0.427
H 2.6651 5.1524 -1.1264 -0.0046 -0.0008 0.0043 0.490
H 1.9995 5.7375 1.1863 -0.0008 0.0029 -0.0069 0.466
H 1.7455 2.8447 -3.1332 -0.0036 -0.0029 -0.0334 0.429
H 1.7405 0.8442 -1.3652 -0.0354 -0.0065 -0.0006 -0.158
H 2.5999 0.0602 -2.6851 -0.0020 0.0007 -0.0028 0.130
H 0.2282 -0.4347 -2.9457 0.0178 -0.0128 0.0015 0.286
H 0.7153 0.6808 -4.2551 -0.0203 -0.0245 -0.0119 0.407
O -2.2134 -0.2535 -0.5967 -0.1945 0.0561 -0.0966 -0.088
N -1.8851 0.1133 -1.6498 0.0654 0.0647 0.0835 -0.078
```
Positions in Å, forces in eV/Å.

=====

The following is a DFT calculation (the ωB97M-V functional and the def2-TZVPD basis) of the molecule C3H4N6 in a non-equilibrium geometry.

Properties
**Energy above the lowest of the compared OMol25 structures with the same formula, charge and spin**: 102.9 kcal/mol
**E_HOMO**: -9.13 eV
**SMILES**: [H]/N=c1\cnnc(N)nn1
**Largest force on an atom**: 8.76 eV Å⁻¹
**Electronic energy**: -445.0462 a.u.
**Gap between HOMO and LUMO**: 8.00 eV

Structure (XYZ):
```
13
Properties=species:S:1:pos:R:3:forces:R:3:mulliken_charge:R:1
H -3.0571 0.0221 -0.7588 1.1974 -1.4154 -0.0410 0.269
N -2.5180 -0.8866 -0.6183 3.9482 0.7556 1.5783 -0.636
C -1.3069 -0.5494 -0.0559 -7.3781 4.2164 -2.1079 0.467
C -1.3034 0.9804 0.3176 -0.5391 -1.2965 -0.2553 -0.126
N -0.3289 1.7563 0.3537 2.6133 -0.4535 0.4431 -0.493
N 0.8606 1.2060 -0.0377 2.0542 0.3358 -1.5684 -0.271
C 1.3359 0.0286 0.0572 -2.2281 -0.8830 2.0322 0.539
N 2.4683 -0.4733 -0.4754 -0.2485 -4.9189 0.0257 -0.462
N 0.6740 -0.9329 1.0281 0.9610 0.2698 -1.5884 -0.308
N -0.4995 -1.2076 0.7825 0.7644 -1.8346 1.4747 -0.007
H -2.1444 1.5705 0.5989 -1.6199 -0.6862 0.0928 0.461
H 2.6336 -1.6868 -0.5339 -0.6304 5.5365 0.5207 0.321
H 3.1858 0.1728 -0.6581 1.1057 0.3739 -0.6066 0.245
```
Positions in Å, forces in eV/Å.

=====

The following is a DFT calculation (the ωB97M-V functional and the def2-TZVPD basis) of the molecule C11H23BO4S.

Properties
**E_HOMO**: -9.15 eV
**SMILES**: CCCO[C@H]1O[C@H](S)[C@@H](B(O)CC)[C@H]1CCO
**Largest force on an atom**: 0.61 eV Å⁻¹
**Electronic energy**: -1156.9394 a.u.
**Gap between HOMO and LUMO**: 9.54 eV

Structure (XYZ):
```
40
Properties=species:S:1:pos:R:3:forces:R:3:mulliken_charge:R:1
C 3.2074 0.5680 1.6174 0.0080 0.0243 0.0530 -0.934
C 2.3733 -0.3808 2.4759 -0.0182 -0.0094 -0.0887 -0.568
C 0.8535 -0.2653 2.2601 -0.0814 0.0663 0.0096 -0.437
O 0.5756 0.5616 1.1417 0.0802 0.0091 -0.0271 -0.024
C -0.7154 1.1084 1.0652 -0.1807 -0.1432 0.0531 -0.547
O -0.6185 2.4254 0.5995 0.2610 0.0644 0.0144 -0.499
C -0.3464 2.3602 -0.7997 0.0540 -0.0651 -0.0607 -0.211
S -1.0339 3.8545 -1.5676 -0.0550 -0.0325 -0.0361 -0.232
C -0.9570 1.0116 -1.2980 -0.2042 -0.2152 0.0031 -0.637
B 0.1506 0.2044 -2.0984 0.0869 -0.0086 -0.1739 0.116
O 0.2618 0.5489 -3.4502 -0.0343 0.5010 0.3397 -0.624
C 1.0997 -0.9371 -1.5781 -0.0911 -0.1051 -0.0121 0.333
C 0.7777 -2.2558 -2.3120 0.0302 -0.0555 0.0622 -1.485
C -1.5755 0.4412 -0.0069 -0.2389 0.3009 0.0595 0.783
C -1.8191 -1.0564 0.0894 0.0989 -0.0290 -0.1020 -0.411
C -2.8836 -1.4209 1.1204 0.0066 -0.0107 0.0542 -0.873
O -4.2006 -1.3769 0.5822 -0.0219 0.2211 0.0527 -0.556
H 3.1201 0.3225 0.5589 -0.0028 0.0102 0.0192 0.103
H 4.2578 0.4932 1.9035 -0.0167 -0.0118 -0.0357 0.413
H 2.8940 1.6048 1.7401 -0.0040 -0.0214 0.0248 0.245
H 2.6806 -1.4082 2.2695 0.0369 0.0316 0.0217 0.302
H 2.5918 -0.1958 3.5297 -0.0195 -0.0411 -0.0181 0.369
H 0.4247 -1.2602 2.0923 -0.0293 0.0154 0.1115 0.131
H 0.3642 0.1640 3.1433 0.0464 -0.0243 -0.0113 0.528
H -1.1653 1.1406 2.0640 -0.0170 0.0400 -0.0680 0.515
H 0.7369 2.4010 -0.9504 -0.0246 0.0035 0.0257 0.182
H 0.0938 4.2427 -2.1693 0.0328 0.0523 0.0061 0.133
H -1.7538 1.2321 -2.0126 0.0484 0.0475 0.0081 0.502
H 0.9981 1.1215 -3.6880 0.0186 -0.3527 -0.1463 0.307
H 2.1312 -0.6564 -1.8277 -0.0075 0.0213 0.0647 0.335
H 1.0392 -1.0852 -0.4998 0.1388 0.0618 -0.1096 -0.154
H -0.1580 -2.6877 -1.9494 -0.0065 0.0310 -0.0476 0.256
H 0.6816 -2.1007 -3.3869 0.0232 -0.0093 0.0071 0.358
H 1.5591 -2.9991 -2.1452 -0.0205 0.0129 -0.0075 0.410
H -2.5465 0.9486 0.1011 -0.0040 -0.1449 0.0069 0.324
H -2.1812 -1.4122 -0.8800 0.0532 -0.1040 0.0427 0.397
H -0.8941 -1.5965 0.3039 0.0059 0.0689 -0.0218 0.121
H -2.8121 -0.7629 1.9962 0.0316 -0.0522 0.0066 0.281
H -2.7431 -2.4428 1.4739 -0.0227 0.0036 -0.0669 0.415
H -4.4686 -0.4545 0.4919 0.0391 -0.1511 -0.0132 0.333
```
Positions in Å, forces in eV/Å.

=====

The following is a DFT calculation (the ωB97M-V functional and the def2-TZVPD basis) of a cluster of 2 separate species, C5H13N3O4 in total in a non-equilibrium geometry.

Properties
**Energy above the lowest of the compared OMol25 structures with the same formula, charge and spin**: 28.4 kcal/mol
**E_HOMO**: -8.71 eV
**SMILES**: O=NN(O)N1CCC[C@@H]1CO.O
**Largest force on an atom**: 4.22 eV Å⁻¹
**Electronic energy**: -663.3287 a.u.
**Gap between HOMO and LUMO**: 9.04 eV

Structure (XYZ):
```
25
Properties=species:S:1:pos:R:3:forces:R:3:mulliken_charge:R:1
O 1.8792 1.8318 -1.4812 0.8031 1.0060 -0.5465 -0.319
N 0.9678 2.3126 -2.0945 0.7694 -1.5552 1.4241 0.083
N -0.1856 1.5724 -1.8067 0.3993 -1.0685 0.1811 -0.027
O -0.9397 1.6398 -2.9632 -1.4255 0.5449 -0.0276 -0.430
N -0.0567 0.2575 -1.3078 -1.0330 2.1591 0.9224 0.245
C 0.3371 -0.8545 -2.1095 -0.0852 0.5748 -3.0905 -0.671
C 1.2291 -1.7412 -1.2188 0.5663 1.3536 -2.8254 -0.630
C 0.6963 -1.4515 0.0971 -2.8411 -0.7292 3.0367 -0.621
C 0.2203 0.0893 0.1001 2.0998 -1.5553 -0.0289 0.343
C -0.8983 0.4000 1.0250 -2.8803 -1.7847 -0.1914 -0.864
O -0.6594 -0.3156 2.2413 -0.0902 0.1434 1.1047 -0.600
H -1.4708 2.4459 -2.7960 0.0464 -0.7190 -0.4186 0.358
H 0.7426 -0.3514 -3.0578 0.2026 -1.3156 1.0690 0.385
H -0.5590 -1.3991 -2.4955 0.4605 0.0989 0.4702 0.294
H 2.2254 -1.3213 -1.2743 0.5308 -0.2715 -0.2738 0.306
H 1.1844 -2.7620 -1.6045 0.2127 0.0167 0.5075 0.360
H 1.3803 -1.7713 0.9483 -1.0547 0.7611 -0.9606 0.335
H -0.2717 -2.0652 0.1649 1.1217 0.6812 0.4253 0.240
H 1.1027 0.5895 0.4624 0.5020 0.8018 -0.2318 0.141
H -1.1915 1.4477 1.2039 0.7733 -0.2197 -0.0224 0.306
H -1.7974 -0.0589 0.5310 0.4341 0.4164 0.3473 0.388
H -1.3951 -0.8849 2.5377 0.3946 0.6275 -0.7658 0.320
O -0.6141 1.0812 5.0142 0.8419 0.7100 -0.7485 -0.619
H -0.7534 0.5806 4.2039 0.0467 -0.1020 -0.1399 0.373
H -1.1724 0.7284 5.6798 -0.7953 -0.5747 0.7833 0.302
```
Positions in Å, forces in eV/Å.

=====

The following is a DFT calculation (the ωB97M-V functional and the def2-TZVPD basis) of the molecule CBr2F2N2O2 in a non-equilibrium geometry.

Properties
**Energy above the lowest of the compared OMol25 structures with the same formula, charge and spin**: 73.5 kcal/mol
**E_HOMO (spin up / spin down)**: -10.49 / -9.92 eV
**Largest force on an atom**: 2.52 eV Å⁻¹
**Electronic energy**: -5645.4941 a.u.
**Gap between HOMO and LUMO (spin up / spin down)**: 7.30 / 6.29 eV

Structure (XYZ):
```
9
Properties=species:S:1:pos:R:3:forces:R:3:mulliken_charge:R:1
C 0.1285 -0.0729 -0.0584 -0.4168 1.8751 1.0421 0.236
N -0.6713 -0.8236 -0.9564 -1.6697 -1.8399 0.4091 0.913
N 1.1218 -0.7022 0.6873 0.4209 -1.2550 0.7273 0.066
O -0.5997 -2.0533 -0.9438 1.1213 0.9931 0.0751 -0.524
O -1.5556 -0.2314 -1.5395 0.2379 0.7866 -0.5444 -0.545
F 0.4983 -1.3740 1.8272 -0.0294 0.4936 -0.8768 -0.185
F 1.8407 0.2405 1.3737 0.0510 0.2947 -0.4979 -0.133
Br -0.1986 3.4752 -0.8987 0.3626 0.3999 -0.4757 -0.093
Br -0.5642 1.5417 0.5085 -0.0778 -1.7483 0.1412 0.265
```
Positions in Å, forces in eV/Å.

=====

The following is a DFT calculation (the ωB97M-V functional and the def2-TZVPD basis) of a structure of composition C2H3BrOS in a non-equilibrium geometry.

Properties
**Energy above the lowest of the compared OMol25 structures with the same formula, charge and spin**: 111.3 kcal/mol
**E_HOMO (spin up / spin down)**: -8.21 / -8.18 eV
**Largest force on an atom**: 5.52 eV Å⁻¹
**Electronic energy**: -3125.2588 a.u.
**Gap between HOMO and LUMO (spin up / spin down)**: 6.68 / 6.63 eV

Structure (XYZ):
```
8
Properties=species:S:1:pos:R:3:forces:R:3:mulliken_charge:R:1
C 1.1773 0.2478 0.2662 1.7414 4.6129 -2.4732 0.202
C -1.0958 -0.1850 0.0542 -1.3956 -2.4985 -0.8258 -0.770
O -0.0124 0.7026 0.1335 1.6078 -0.5035 0.1231 -0.118
S 2.5830 2.0087 -0.5605 -1.6533 -2.5632 1.4637 -0.280
Br 1.4591 -1.5095 -0.0187 0.5960 -1.3923 0.2201 0.009
H -1.8975 0.5158 0.1191 -1.0432 -0.2122 0.1540 0.239
H -0.9931 -0.8873 0.9079 -0.6532 0.5297 -0.3924 0.422
H -1.2205 -0.8932 -0.9017 0.8002 2.0270 1.7305 0.297
```
Positions in Å, forces in eV/Å.

=====

The following is a DFT calculation (the ωB97M-V functional and the def2-TZVPD basis) of the molecule C5H3NO2 in a non-equilibrium geometry.

Properties
**Energy above the lowest of the compared OMol25 structures with the same formula, charge and spin**: 40.5 kcal/mol
**E_HOMO**: -8.93 eV
**SMILES**: N#Cc1occc1O
**Largest force on an atom**: 10.78 eV Å⁻¹
**Electronic energy**: -397.4681 a.u.
**Gap between HOMO and LUMO**: 9.06 eV

Structure (XYZ):
```
11
Properties=species:S:1:pos:R:3:forces:R:3:mulliken_charge:R:1
N 3.3036 -0.2828 -0.0748 -7.3262 1.5029 0.7589 -0.499
C 2.0877 -0.1075 0.0678 10.6152 -1.6749 -0.8470 0.054
C 0.7765 -0.2217 0.2975 -5.2883 -1.2422 -1.4320 0.147
O 0.1449 -1.4804 0.1553 0.1849 0.3341 -0.7763 -0.308
C -1.1789 -1.2737 -0.1297 1.4470 -0.5123 2.5008 -0.145
C -1.5016 0.0559 0.0887 -2.0737 -0.8003 -2.4945 -0.658
C -0.2683 0.6534 0.0203 3.0999 0.8786 2.5867 0.854
O -0.1027 1.9491 0.0703 0.1841 3.0437 -0.8092 -0.531
H -1.5933 -2.2767 -0.1749 -0.9161 0.6587 -0.2286 0.385
H -2.4280 0.6674 -0.0798 0.9161 -1.2241 0.2856 0.342
H 0.7601 2.3169 -0.2408 -0.8429 -0.9642 0.4556 0.359
```
Positions in Å, forces in eV/Å.

=====

The following is a DFT calculation (the ωB97M-V functional and the def2-TZVPD basis) of the molecule C6H4O2 in a non-equilibrium geometry.

Properties
**Energy above the lowest of the compared OMol25 structures with the same formula, charge and spin**: 54.6 kcal/mol
**E_HOMO**: -9.47 eV
**SMILES**: O=CC1=CC=CC1=O
**Largest force on an atom**: 6.88 eV Å⁻¹
**Electronic energy**: -381.3921 a.u.
**Gap between HOMO and LUMO**: 7.54 eV

Structure (XYZ):
```
12
Properties=species:S:1:pos:R:3:forces:R:3:mulliken_charge:R:1
O -0.3127 2.1659 1.5490 -0.2842 -0.1773 -0.8357 -0.467
C -0.7682 1.4982 0.6485 -1.4147 -0.8365 0.3860 -0.004
C -0.1641 0.0990 0.3370 -0.4763 4.4244 2.2847 0.263
C 0.8556 -0.4573 1.0238 -2.0259 0.8938 -0.7586 -0.533
C 1.1413 -1.6243 0.2889 3.0881 -4.2286 -4.4680 -0.089
C 0.6012 -1.6401 -1.0012 1.7754 -2.0814 1.5627 -0.536
C -0.3326 -0.4356 -0.9863 -1.8183 0.4499 -3.9465 0.673
O -1.0141 0.1586 -1.8684 2.3337 -2.4248 2.5887 -0.548
H -1.8114 1.8039 0.1081 2.4368 -0.6628 0.8033 0.249
H 1.4170 -0.1028 1.8428 0.0554 0.4281 0.9485 0.467
H 2.0080 -2.4164 0.4259 -2.0055 1.7994 0.4740 0.268
H 1.0024 -2.5207 -1.6855 -1.6646 2.4158 0.9608 0.259
```
Positions in Å, forces in eV/Å.